{
  "formula": "C39H88F18N9O19S6",
  "method": "the ωB97M-V functional and the def2-TZVPD basis",
  "spin_multiplicity": 2,
  "orbital_gap_ev": [6.33, 2.43],
  "charge": 4,
  "species": ["C", "C", "C", "O", "C", "N", "H", "H", "H", "H", "H", "H", "H", "H", "H", "H", "H", "H", "C", "C", "C", "O", "C", "N", "H", "H", "H", "H", "H", "H", "H", "H", "H", "H", "H", "H", "C", "C", "C", "O", "C", "N", "H", "H", "H", "H", "H", "H", "H", "H", "H", "H", "H", "H", "C", "C", "C", "N", "C", "C", "C", "C", "C", "C", "H", "H", "H", "H", "H", "H", "H", "H", "H", "H", "H", "H", "H", "H", "H", "H", "H", "H", "H", "H", "C", "O", "C", "C", "N", "H", "H", "C", "C", "O", "C", "H", "H", "H", "H", "H", "H", "H", "H", "H", "H", "H", "H", "H", "H", "C", "O", "C", "C", "N", "H", "H", "C", "C", "O", "C", "H", "H", "H", "H", "H", "H", "H", "H", "H", "H", "H", "H", "H", "H", "C", "F", "F", "F", "S", "O", "O", "N", "S", "O", "O", "C", "F", "F", "F", "C", "F", "F", "F", "S", "O", "O", "N", "S", "O", "O", "C", "F", "F", "F", "C", "F", "F", "F", "S", "O", "O", "N", "S", "O", "O", "C", "F", "F", "F"],
  "positions_angstrom": [[17.88586, 17.76086, -13.06278], [17.44265, 19.20644, -13.16519], [15.98582, 19.39762, -13.67581], [15.20661, 18.78418, -12.67230], [13.76628, 18.86549, -12.85122], [17.65751, 19.91436, -11.84722], [17.18171, 19.38413, -11.13128], [18.57813, 19.85934, -11.43547], [17.39153, 20.88586, -11.77285], [18.89965, 17.66212, -12.67476], [17.72893, 17.28074, -14.02867], [17.35364, 17.27517, -12.24488], [18.24280, 19.66853, -13.74340], [15.82851, 19.09685, -14.71161], [15.82365, 20.46516, -13.82460], [13.46325, 18.64601, -13.87499], [13.32530, 19.83868, -12.63553], [13.26147, 18.20875, -12.14273], [0.89193, 14.19992, -15.45250], [0.80290, 13.35348, -16.71768], [2.01533, 13.51812, -17.61721], [3.02712, 12.79014, -17.09498], [4.17835, 12.66214, -17.95735], [0.61602, 11.85941, -16.37254], [0.17532, 11.26598, -17.06081], [1.50714, 11.40203, -16.24284], [0.21489, 11.78022, -15.44901], [0.16362, 14.08028, -14.65041], [0.80144, 15.23717, -15.77506], [1.81188, 13.85948, -14.97724], [-0.11360, 13.76177, -17.14363], [2.44227, 14.49737, -17.83373], [1.71440, 13.06779, -18.56312], [4.78015, 11.87259, -17.50727], [4.76602, 13.57060, -18.08942], [3.82616, 12.37854, -18.94914], [0.41750, 16.94637, -18.50190], [1.10505, 18.17712, -17.94580], [2.23921, 18.60467, -18.75554], [2.99059, 19.66083, -18.07135], [3.98992, 20.31862, -18.86976], [0.09836, 19.33094, -17.96763], [0.56628, 20.18220, -17.69108], [-0.14048, 19.52746, -18.92911], [-0.72944, 19.12058, -17.42858], [1.14927, 16.15163, -18.64687], [-0.21892, 17.12633, -19.36832], [-0.29938, 16.46241, -17.83861], [1.32556, 18.05775, -16.88504], [1.92801, 18.84068, -19.77316], [2.94581, 17.78778, -18.90215], [4.84645, 19.77265, -19.26521], [4.49806, 21.13661, -18.35909], [3.43606, 20.72058, -19.71815], [6.96030, 10.78781, -12.18738], [7.60052, 10.21196, -13.51102], [8.59247, 11.22767, -14.15945], [9.26690, 10.84851, -15.53033], [10.22436, 11.92194, -15.96394], [11.50921, 11.78689, -15.07378], [11.87120, 10.27409, -14.85034], [10.77016, 9.24848, -14.48237], [9.73690, 9.40806, -15.59633], [8.14012, 10.93935, -16.64365], [7.70114, 10.66879, -11.39675], [6.10462, 10.26368, -11.76170], [6.70658, 11.83136, -12.37367], [6.82009, 9.96311, -14.23012], [8.06311, 9.23975, -13.34097], [9.41256, 11.45183, -13.47731], [8.11311, 12.14711, -14.49554], [9.70539, 12.87319, -15.84606], [10.52249, 11.76176, -17.00006], [11.41331, 12.35897, -14.15094], [12.22134, 12.25103, -15.75609], [12.38467, 10.19799, -13.89187], [12.61420, 10.02677, -15.60854], [10.41406, 9.45122, -13.47234], [10.91447, 8.16960, -14.42506], [8.83322, 8.80538, -15.68715], [10.00201, 9.30101, -16.64817], [7.92564, 11.98858, -16.84665], [7.16234, 10.60019, -16.30154], [8.50565, 10.36690, -17.49616], [4.93289, 13.40602, -9.96578], [5.39511, 14.49364, -10.74273], [6.21169, 15.54447, -10.11986], [6.88448, 16.44351, -11.19761], [5.84683, 16.83503, -12.33977], [6.27654, 16.91040, -13.25069], [5.08620, 16.17076, -12.32227], [5.36540, 18.31682, -12.31614], [4.09283, 18.30773, -11.37299], [3.28680, 17.31468, -11.93992], [2.29693, 16.76006, -11.10830], [4.44305, 12.65427, -10.58467], [4.19980, 13.67136, -9.20402], [5.80505, 12.88419, -9.57193], [6.99712, 14.93993, -9.66628], [5.77725, 16.10482, -9.29200], [7.66520, 15.83456, -11.65342], [7.54839, 17.26010, -10.91384], [5.26776, 18.62446, -13.35725], [6.18910, 18.93130, -11.95277], [3.52985, 19.23836, -11.30172], [4.32880, 18.09709, -10.32989], [1.35202, 17.29932, -11.04159], [2.72372, 16.63557, -10.11309], [2.13776, 15.75815, -11.50695], [13.97187, 20.55574, -17.27120], [13.98214, 21.11116, -15.93212], [14.51757, 22.42543, -15.85407], [14.10651, 23.39467, -14.65596], [12.65577, 23.71557, -14.79476], [12.62688, 24.68616, -14.51686], [12.39394, 23.66005, -15.76865], [11.79447, 22.75090, -13.94713], [10.99108, 21.75347, -14.93583], [10.88751, 22.34924, -16.22555], [9.77380, 21.84783, -16.95967], [13.20361, 19.80787, -17.46760], [14.95690, 20.10718, -17.40013], [13.77433, 21.27344, -18.06743], [14.22101, 22.97383, -16.74817], [15.60720, 22.41918, -15.88142], [14.48481, 24.36814, -14.96800], [14.22930, 23.07901, -13.61993], [11.10686, 23.35316, -13.35334], [12.49928, 22.19984, -13.32450], [10.02290, 21.48436, -14.51355], [11.75922, 20.98124, -14.97737], [9.62047, 22.34357, -17.91822], [8.79475, 21.88256, -16.48181], [10.05787, 20.82088, -17.18939], [4.45355, 16.48156, -15.75887], [4.34565, 17.73191, -15.25362], [4.03196, 15.66372, -14.81475], [3.74381, 16.39623, -16.88975], [6.37337, 16.07615, -16.12662], [6.41851, 14.63490, -16.03024], [6.72717, 16.54344, -17.44974], [7.23242, 16.78922, -14.72593], [8.65333, 16.83857, -15.28934], [9.21724, 15.48962, -15.39077], [8.89613, 17.79859, -16.35028], [9.58008, 17.67541, -13.76987], [9.07664, 18.87169, -13.57320], [9.30940, 16.89051, -12.76775], [10.91027, 17.78733, -13.93136], [6.01758, 23.84875, -8.83944], [6.38021, 23.88172, -7.53628], [4.73216, 24.18296, -8.99603], [6.79737, 24.68911, -9.56385], [6.38618, 21.93484, -9.39676], [5.92908, 21.10271, -8.31390], [5.69936, 21.64571, -10.66447], [8.13046, 22.00677, -9.63306], [8.42269, 20.86847, -10.63503], [7.93716, 19.54184, -10.29683], [8.38104, 21.32043, -12.01621], [10.36700, 20.54896, -10.32939], [10.42530, 19.81347, -9.18940], [10.99958, 19.99689, -11.38485], [10.90559, 21.73901, -10.04938], [12.07079, 16.96261, -7.51082], [12.82702, 17.50428, -6.52361], [10.83507, 17.36237, -7.30561], [12.48686, 17.32443, -8.70931], [12.17174, 15.01573, -7.37834], [13.55059, 14.75325, -6.92463], [11.12646, 14.59268, -6.42411], [11.96489, 14.46880, -8.95722], [10.44158, 14.33983, -9.11517], [9.93054, 13.02532, -8.50935], [9.61651, 15.55045, -8.99411], [10.29855, 13.88172, -11.01576], [10.78429, 14.83524, -11.73407], [11.05463, 12.72172, -11.20741], [8.98442, 13.74816, -11.29450]],
  "mulliken_charge": [-1.34, -0.14, -0.27, -0.31, -0.68, -0.24, 0.35, 0.37, 0.31, 0.43, 0.35, 0.32, 0.42, 0.44, 0.10, 0.31, 0.05, 0.48, -1.13, 0.13, -0.39, -0.40, -0.51, -0.24, 0.37, 0.33, 0.37, 0.37, 0.03, 0.38, 0.43, 0.17, 0.45, 0.07, 0.20, 0.41, -1.36, 0.30, -0.88, -0.35, -0.86, -0.14, 0.34, 0.39, 0.35, 0.13, 0.46, 0.41, 0.27, 0.63, 0.31, 0.33, 0.29, 0.39, -1.19, -0.77, -0.73, 0.06, -0.50, -0.38, -0.80, -0.63, -0.84, -0.94, 0.40, 0.44, 0.17, 0.34, 0.37, 0.41, 0.54, 0.39, 0.48, 0.13, 0.45, 0.39, 0.31, 0.23, 0.50, 0.52, 0.52, 0.35, 0.33, 0.43, -0.92, -0.20, -0.94, 0.01, 1.24, -0.35, 0.58, 0.25, -0.80, -0.21, -0.82, 0.26, 0.32, 0.33, 0.42, 0.36, -0.19, 0.37, 0.30, -0.24, 0.53, 0.39, 0.27, 0.34, 0.25, -0.95, 0.02, -1.01, -0.80, -0.02, 0.41, 0.33, -0.53, -0.18, -0.55, -0.80, 0.26, 0.33, 0.38, 0.74, 0.46, 0.42, 0.45, 0.51, -0.10, 0.60, 0.08, 0.33, 0.30, 0.35, 0.51, -0.19, -0.18, -0.12, 0.35, -0.45, -0.56, -0.57, 0.78, -0.50, -0.62, 0.31, -0.14, -0.03, -0.12, 0.59, -0.17, -0.14, -0.18, 1.06, -0.53, -0.49, -0.25, 1.12, -0.44, -0.56, 0.37, -0.19, -0.03, -0.22, 0.63, -0.23, -0.19, -0.20, 1.01, -0.68, -0.56, -0.45, 1.03, -0.67, -0.49, 0.37, -0.12, -0.31, -0.07]
}